# C35H81BBr2FN4O18P2Si

A 9-piece molecular cluster, C35H81BBr2FN4O18P2Si overall at a distorted geometry (wB97M-V/def2-TZVPD, OMol25).

Properties
HOMO energy in Eh: -0.4165
Molecular weight in g/mol: 1125.69
Charge: +1

XYZ file:
```
145
Properties=species:S:1:pos:R:3:forces:R:3
C 5.02099 -4.86918 0.35050 -0.4 0.3 0.4
C 4.11546 -5.96961 -0.16099 0.2 -0.6 -0.2
O 4.54384 -7.03046 -0.49671 0.1 -0.1 0.0
O 2.74953 -5.75043 -0.19688 0.4 0.5 0.0
C 2.36148 -4.99024 -1.34489 -0.6 0.7 0.5
C 1.11069 -4.13317 -0.96261 1.2 -0.9 0.0
C 1.23631 -2.80343 -1.69514 -0.2 0.2 -0.2
C 0.08317 -1.74887 -1.67994 -0.1 -1.1 -1.3
P -1.57106 -2.70438 -1.89245 -0.6 1.6 -0.3
P -2.23627 -3.87288 -0.23690 -1.1 -3.0 0.6
O -2.73752 -5.13035 -0.84293 0.4 0.6 -0.3
O -1.18672 -4.24811 0.95270 -0.4 1.2 -0.4
O -3.52845 -3.16141 0.48809 1.6 0.3 -0.3
C 0.28270 -0.97599 -3.06437 0.7 0.1 0.2
C -0.30271 -1.58392 -4.31522 -0.4 -0.8 -1.3
Br 0.92618 -2.63510 -5.40068 -0.2 0.4 0.7
C -1.53570 -1.40649 -4.81784 0.0 0.4 0.5
C -2.60177 -0.57676 -4.14049 -0.6 -0.4 -0.6
Br -2.12699 -2.16890 -6.46099 0.2 0.3 0.6
C 0.10517 0.54345 -3.07297 0.8 1.0 -0.9
N 0.99356 1.07183 -4.16047 -1.4 0.0 0.2
C 0.43976 1.95177 -4.82652 1.4 0.2 0.3
O 0.07283 2.85786 -5.43924 -0.4 -0.2 -0.3
N 0.57686 1.21019 -1.81892 -0.9 -1.6 0.0
B 2.06409 1.25037 -1.65664 1.7 0.8 -0.3
O 2.65190 2.48977 -1.72760 -1.1 -0.4 0.6
O 2.88570 0.14011 -1.47157 -1.0 0.0 0.0
C -0.13807 0.49291 -0.84827 0.5 0.7 -0.6
N -1.12987 1.16026 -0.32414 -0.2 -1.1 0.4
F -1.32064 2.43785 -0.68404 0.1 0.3 0.1
C -2.10835 0.65441 0.63528 -1.0 0.4 0.6
O -2.70222 -0.51941 0.17162 0.1 0.4 0.2
C -4.12833 -0.44175 0.31204 -0.5 -0.6 0.4
C -4.62986 -0.86077 1.67457 0.9 -0.2 0.0
O -4.77840 -0.05485 -0.59393 0.1 0.1 -0.3
N 0.07134 -0.81571 -0.52992 0.0 0.1 -0.3
Si 0.86065 -1.05787 1.05551 0.2 0.8 2.8
C -0.39981 -1.50729 2.40346 -0.4 0.1 -0.7
C 2.34949 -2.14550 1.34050 0.2 -0.4 -0.2
C 1.43797 0.68170 1.59650 -0.2 -0.9 -0.3
H 4.46760 -4.11854 0.92143 0.0 0.0 -0.2
H 5.56753 -4.38996 -0.46447 -0.1 -0.1 0.0
H 5.75508 -5.31233 1.02338 0.0 -0.1 -0.2
H 2.12913 -5.68249 -2.15766 0.2 0.1 -0.1
H 3.16120 -4.29504 -1.63580 0.1 -0.3 -0.1
H 1.12539 -4.10621 0.12552 -0.2 0.3 -0.1
H 0.25975 -4.74648 -1.26246 -0.2 0.4 0.0
H 2.16842 -2.27172 -1.46501 -0.1 -0.2 0.3
H 1.36647 -3.08292 -2.74945 -0.2 0.1 0.1
H -1.16732 -3.71850 -2.78817 0.2 -0.2 0.6
H -1.68824 -4.57312 1.71210 0.2 -0.1 0.2
H -3.87248 -3.80872 1.11843 -0.4 0.0 -0.1
H 1.36216 -1.06570 -3.23416 -0.1 0.1 0.1
H -2.41136 -0.34966 -3.09493 0.1 0.0 -0.1
H -3.53381 -1.15300 -4.16136 0.1 0.1 0.1
H -2.80756 0.31490 -4.74307 0.2 0.0 0.1
H -0.89720 0.92684 -3.25979 -0.1 -0.5 0.3
H 3.14139 2.69782 -0.92128 0.4 0.1 -0.2
H 3.23235 -0.19699 -2.30511 0.3 0.0 0.1
H -2.87062 1.43596 0.74183 0.3 0.2 -0.3
H -1.65109 0.55930 1.62576 0.3 -0.3 -0.3
H -3.86628 -1.47765 2.15226 -0.1 0.2 0.0
H -4.74219 0.04081 2.28492 -0.4 -0.1 -0.1
H -5.53721 -1.46511 1.61338 -0.1 0.4 -0.1
H -1.36640 -1.79490 1.97392 0.2 -0.2 0.1
H -0.60409 -0.65890 3.06674 0.3 0.0 0.0
H 0.01445 -2.29482 3.02971 -0.2 0.0 0.0
H 3.04123 -2.32214 0.51553 -0.2 0.0 0.0
H 2.02091 -3.09583 1.77460 0.1 0.0 -0.3
H 2.94233 -1.67802 2.13665 -0.3 0.2 -0.1
H 1.72480 0.54283 2.64662 0.0 0.0 -0.1
H 0.63924 1.42669 1.60486 0.3 0.2 -0.1
H 2.34344 1.00022 1.07663 -0.2 0.3 0.0
C 1.26233 5.51043 1.40618 0.0 0.0 0.0
C 1.62707 4.34120 2.29727 0.2 0.3 -0.2
O 2.55767 3.47813 1.64367 0.1 -0.1 -0.1
H 0.83180 5.15173 0.46955 -0.1 0.0 0.0
H 0.54323 6.17061 1.89395 0.0 0.0 0.0
H 2.15284 6.08897 1.15246 0.0 0.0 0.0
H 0.74452 3.74526 2.53396 0.1 -0.1 0.0
H 2.06475 4.69258 3.23688 -0.1 0.0 0.1
H 3.34190 4.00285 1.44552 0.0 0.1 0.0
C -8.16540 -4.02615 -0.54465 0.0 0.1 0.0
C -6.82100 -3.87790 0.13952 -0.3 -0.2 0.1
O -6.96677 -3.33473 1.45727 0.3 0.1 -0.1
H -8.66851 -3.06074 -0.60708 0.0 0.0 0.0
H -8.04934 -4.42792 -1.55172 0.0 0.0 0.0
H -8.81625 -4.69523 0.02295 0.0 -0.1 -0.1
H -6.18080 -3.19507 -0.41838 0.0 0.0 0.1
H -6.31561 -4.84693 0.20552 0.1 0.0 -0.1
H -7.52180 -3.93686 1.96175 0.0 0.0 0.0
C -2.18533 2.10882 -9.07610 0.1 -0.1 0.0
C -3.06263 1.56522 -7.96567 0.2 0.2 0.0
O -2.28746 1.23581 -6.80942 0.0 0.0 0.1
H -1.42226 1.37919 -9.34941 -0.1 0.0 0.0
H -2.77668 2.34666 -9.96084 0.0 0.0 0.0
H -1.66713 3.01443 -8.75110 -0.1 0.0 0.0
H -3.56228 0.65156 -8.28371 0.0 -0.1 0.1
H -3.82760 2.29586 -7.68599 -0.1 0.0 -0.1
H -1.84992 2.04208 -6.51533 0.0 0.0 -0.1
C 2.75536 -2.96511 6.54776 -0.1 0.0 -0.1
C 2.39395 -2.86144 5.07807 0.1 0.3 0.2
O 1.26400 -2.01018 4.87961 0.2 -0.2 -0.2
H 1.91662 -3.34939 7.12514 0.1 0.0 -0.1
H 3.61332 -3.62477 6.69249 0.0 0.0 0.0
H 3.00047 -1.97911 6.95221 0.1 0.0 0.0
H 2.13201 -3.84260 4.67927 -0.1 0.0 -0.1
H 3.24028 -2.46932 4.49890 0.1 -0.1 0.0
H 1.49351 -1.13463 5.22006 -0.2 0.1 0.1
C 3.09600 5.89310 -3.05269 0.1 -0.2 0.1
C 2.77178 6.58151 -1.74178 0.3 0.2 -0.2
O 3.83491 6.42792 -0.79601 -0.2 -0.2 0.2
H 3.28197 4.83002 -2.88870 -0.1 0.0 0.0
H 2.27562 6.00314 -3.76283 0.0 0.1 0.0
H 3.99880 6.31551 -3.49831 -0.1 0.1 -0.1
H 1.88166 6.14602 -1.29152 0.1 0.0 0.1
H 2.58956 7.64755 -1.90416 -0.1 0.0 -0.1
H 4.62456 6.82105 -1.17905 0.0 0.0 0.0
C -1.37738 -4.36080 9.23323 0.0 0.0 -0.1
C 0.03179 -4.90426 9.08880 -0.1 0.2 0.3
O 0.97330 -3.85263 8.87406 -0.2 -0.2 0.1
H -1.66098 -3.79950 8.34181 0.0 -0.1 0.0
H -2.09567 -5.16789 9.38402 0.0 0.0 0.0
H -1.44207 -3.67606 10.08216 0.0 -0.1 0.1
H 0.09813 -5.57101 8.23007 0.1 0.0 0.0
H 0.31975 -5.46511 9.98311 -0.1 -0.1 -0.1
H 0.93157 -3.26396 9.63393 0.0 0.0 0.0
C 1.89940 8.44187 -6.91050 0.0 -0.1 0.0
C 1.61026 9.12291 -5.58574 0.3 0.1 -0.2
O 2.69537 8.96412 -4.67322 -0.1 -0.1 0.1
H 2.08878 7.37833 -6.75810 -0.1 0.0 0.0
H 1.06203 8.55432 -7.60068 0.0 0.0 0.0
H 2.79173 8.86635 -7.37619 -0.1 0.1 0.0
H 0.73145 8.68465 -5.11425 0.1 0.0 0.1
H 1.42259 10.19064 -5.73599 -0.1 0.0 0.0
H 3.47443 9.35954 -5.07519 0.0 0.0 0.0
C 0.01955 2.78822 5.78869 0.0 0.0 -0.1
C 0.41133 1.55544 6.57996 0.1 0.2 0.0
O 1.37070 0.76959 5.86922 0.0 -0.1 -0.1
H -0.39468 2.50200 4.81981 -0.1 0.0 0.0
H -0.72185 3.37954 6.32708 0.0 0.0 0.0
H 0.89157 3.41756 5.59536 0.0 0.0 0.1
H -0.45483 0.91937 6.75366 0.1 -0.1 0.0
H 0.83042 1.83719 7.54966 -0.1 0.0 0.0
H 2.14937 1.31545 5.72054 0.0 0.0 0.0
```
Positions in Å, forces in eV/Å.

Atomic partial charges in e from the Löwdin method, atoms 1 to 6:
1 C 0.0214
2 C -0.5105
3 O 0.1509
4 O -0.0358
5 C -0.1513
6 C -0.1780

***

# C35H81F3N4O7S

A 6-piece molecular cluster, C35H81F3N4O7S overall at a distorted geometry (wB97M-V/def2-TZVPD, OMol25).

Properties
HOMO energy in Eh: -0.4325
Molecular weight in g/mol: 759.12
Charge: +2

XYZ file:
```
131
Properties=species:S:1:pos:R:3:forces:R:3
C 0.63594 0.59987 -0.24619 -0.7 0.7 0.4
C -0.82023 0.12511 -0.24889 -0.5 -1.8 -0.3
O -1.77632 0.87875 -0.84641 -0.7 1.3 1.0
H 0.73392 1.57464 0.25680 0.0 -0.2 0.0
H 0.99722 0.76425 -1.26271 0.1 -0.3 0.0
H 1.25646 -0.10746 0.31094 0.2 0.1 -0.2
H -1.11775 -0.20196 0.80427 0.5 0.4 -0.2
H -0.80775 -0.88682 -0.76687 0.3 0.2 0.2
C -1.23462 3.73475 -6.05454 0.5 0.0 -1.0
C -1.15773 3.17285 -4.64739 -0.4 0.0 -0.2
C -1.08080 4.31794 -3.64918 0.5 0.4 -0.8
C -1.12271 3.87710 -2.21464 -0.3 0.8 -1.0
N -1.02168 5.03858 -1.26238 -0.4 0.0 0.5
C 0.34205 5.62920 -1.08640 1.1 -1.2 -0.7
C 0.12818 6.96029 -0.45407 0.3 1.1 0.5
C -1.25313 7.45847 -0.90716 -0.1 -1.3 0.3
C -1.91456 6.22014 -1.51642 -1.3 0.1 -0.3
C -1.45710 4.47924 0.02549 0.0 -0.5 1.1
H -2.24147 3.98408 -6.39237 0.0 0.4 0.4
H -0.88864 3.05477 -6.84054 0.0 -0.3 0.4
H -0.55270 4.58650 -6.15123 -0.3 0.2 0.0
H -0.27722 2.54389 -4.56783 0.0 -0.3 0.2
H -2.06151 2.58647 -4.46642 0.2 -0.3 0.2
H -1.91315 4.98966 -3.87502 0.0 -0.1 0.1
H -0.18095 4.88793 -3.91281 0.0 0.0 0.3
H -0.33385 3.18843 -1.94094 0.0 -0.3 0.1
H -2.10847 3.43828 -2.07949 0.2 -0.4 0.5
H 0.94677 4.92828 -0.50953 -0.2 0.1 0.2
H 0.84227 5.61728 -2.05520 -0.3 0.5 -0.2
H 0.18133 6.86405 0.63143 -0.1 0.0 0.0
H 0.88307 7.70624 -0.69474 0.2 -0.3 -0.2
H -1.84246 7.69017 -0.02824 0.0 0.8 -0.1
H -1.20173 8.24272 -1.64619 -0.1 0.4 0.1
H -2.86009 5.99022 -1.02676 0.0 0.0 0.1
H -2.20655 6.33297 -2.55282 0.6 -0.1 -0.2
H -0.83997 3.62714 0.30572 0.2 0.0 -0.2
H -2.46936 4.11159 -0.09690 -0.1 0.1 0.1
H -1.41010 5.21333 0.82614 -0.1 0.2 -0.1
C 2.53718 -7.31085 -1.53698 -1.1 -0.3 0.5
C 2.19223 -5.96001 -2.14144 0.4 0.1 -1.6
C 3.20715 -4.84222 -1.83699 -0.7 -0.7 2.2
C 2.73454 -3.47651 -2.22683 0.8 0.3 -1.0
N 3.63184 -2.36355 -1.75801 0.1 -0.8 0.2
C 3.38897 -1.13979 -2.56709 -0.4 1.0 -0.3
C 4.45851 -1.12094 -3.64763 0.4 0.8 -1.3
C 5.32362 -2.34137 -3.42850 0.6 -0.4 0.6
C 5.09067 -2.60024 -1.95487 1.0 -0.1 -0.3
C 3.39566 -2.14830 -0.33726 0.1 -0.2 1.5
H 2.56216 -7.25178 -0.44063 0.6 0.1 -0.1
H 3.39963 -7.82504 -1.94635 0.3 0.3 0.1
H 1.68113 -7.98251 -1.67770 0.2 0.0 -0.3
H 1.15558 -5.71803 -1.87656 0.3 0.4 0.3
H 2.14438 -6.03431 -3.24298 0.0 -0.2 0.3
H 4.22024 -5.05229 -2.17182 -0.2 -0.3 -0.5
H 3.29278 -4.87081 -0.72964 0.1 0.2 -0.3
H 1.76953 -3.21115 -1.80913 -0.3 -0.2 -0.3
H 2.73655 -3.36811 -3.31187 -0.4 -0.1 0.0
H 3.48104 -0.32154 -1.86716 0.2 0.4 0.0
H 2.38054 -1.09333 -2.97342 -0.1 -0.4 0.2
H 5.06317 -0.21581 -3.56151 0.0 -0.1 0.5
H 4.11370 -1.03986 -4.67936 -0.5 -0.3 0.2
H 6.38171 -2.15683 -3.60414 0.0 0.1 0.0
H 5.10040 -3.25250 -3.99001 -0.4 0.3 -0.2
H 5.58067 -1.84899 -1.33306 0.1 0.0 -0.1
H 5.43503 -3.58523 -1.65660 -0.4 0.0 0.4
H 3.83934 -1.21017 0.00474 -0.4 0.3 -0.2
H 3.87711 -2.92910 0.25844 0.0 -0.1 -0.3
H 2.32866 -2.24911 -0.16151 -0.1 0.6 0.2
C -7.14078 1.93177 3.06835 -2.1 -0.6 -0.4
O -6.28217 1.14418 2.31030 1.1 -0.2 -0.3
C -6.34688 1.44875 0.94400 0.8 -0.1 -0.3
C -5.03555 1.01243 0.29170 -0.9 -0.6 0.4
N -3.83815 1.59061 0.95731 -1.4 0.3 -2.0
H -3.06489 1.42590 0.25094 1.2 0.0 -0.9
H -3.97041 2.59321 1.12591 0.0 -0.2 0.1
C -3.37392 0.95868 2.13975 1.8 -0.7 2.4
C -2.36130 1.88922 2.74542 1.7 -2.0 -0.2
O -2.93179 3.06759 3.12989 -0.5 0.2 -0.1
C -1.96416 3.86176 3.71986 0.4 2.3 1.0
H -8.12925 1.85378 2.58647 0.0 0.5 0.1
H -6.84641 2.97366 3.09395 0.2 0.2 0.4
H -7.33096 1.43392 4.01120 0.6 0.4 0.5
H -6.44343 2.52939 0.74174 -0.3 -0.1 0.3
H -7.18446 0.91555 0.48164 0.0 0.2 -0.2
H -5.06591 1.27597 -0.76270 0.4 0.1 0.0
H -4.89588 -0.06325 0.37516 -0.1 -0.1 -0.1
H -2.80013 0.04876 1.95718 -0.3 0.0 -0.8
H -4.06312 0.67848 2.92392 -0.9 0.4 -0.4
H -1.48291 2.02070 2.08277 -0.5 0.3 -0.4
H -1.86014 1.31056 3.54158 -0.5 0.5 0.5
H -2.38801 4.85160 3.90115 -0.2 -0.1 -0.1
H -1.08195 4.05438 3.09882 0.0 -0.5 -0.1
H -1.64912 3.53273 4.71465 0.1 -0.5 -0.2
C -0.85539 -1.48790 4.17050 0.3 -0.4 -0.5
C -0.72327 -2.20417 2.83183 -0.2 1.2 -0.1
N -0.55259 -3.70665 2.88458 -0.4 1.7 0.4
C -1.89271 -4.30479 3.17192 0.3 -0.2 0.1
C -0.04819 -4.05486 1.55222 0.1 -0.5 -1.8
C -1.05789 -3.89007 0.43507 -0.9 -0.8 -0.5
C 0.43076 -4.01983 3.95307 0.3 -0.9 -0.1
C 0.71657 -5.50653 4.06041 -0.3 0.0 1.2
O 1.59377 -6.01721 3.13080 0.1 -0.9 -1.0
C 2.87445 -5.46515 3.18467 0.6 1.1 0.6
H -1.08763 -0.44231 3.97937 -0.2 -0.1 -0.1
H 0.11753 -1.48247 4.65500 -0.2 0.0 0.4
H -1.63426 -1.93157 4.78829 0.1 0.1 0.2
H 0.11282 -1.78377 2.27094 0.2 -0.2 0.3
H -1.56821 -1.98220 2.18083 -0.1 -0.3 0.2
H -2.64840 -3.71719 2.66820 -0.1 -0.2 -0.3
H -2.11326 -4.25095 4.23376 0.2 -0.1 0.1
H -1.83677 -5.33165 2.83254 -0.5 -0.1 0.0
H 0.32356 -5.07672 1.49589 -0.1 0.0 0.5
H 0.78935 -3.39359 1.33964 0.2 -0.1 0.3
H -1.89624 -4.59601 0.51126 0.2 0.1 0.3
H -0.57669 -4.22630 -0.48574 0.1 0.4 0.0
H -1.51747 -2.91465 0.28551 0.5 0.2 0.0
H -0.01071 -3.67189 4.87490 0.2 0.1 0.2
H 1.37477 -3.52825 3.72974 -0.2 0.5 0.1
H -0.21717 -6.06110 3.99195 0.1 -0.2 0.0
H 1.12575 -5.68608 5.06334 -0.1 0.1 0.1
H 3.61097 -6.07331 2.67656 -0.3 -0.3 -0.3
H 3.24488 -5.34093 4.21502 -0.2 -0.2 0.0
H 2.85509 -4.45113 2.75798 0.3 -0.2 -0.2
C 3.57981 2.91873 -1.44658 0.2 -1.4 -0.1
F 2.87079 2.12306 -2.31579 0.2 0.4 0.4
F 4.20437 3.82580 -2.16442 -0.3 0.6 -0.2
F 2.67677 3.48790 -0.62985 0.0 0.3 -0.2
S 4.82282 1.95420 -0.47793 0.2 -1.1 1.8
O 5.46820 2.95189 0.30985 0.2 0.9 -0.1
O 4.03866 1.02798 0.34349 -0.7 -0.1 -0.7
O 5.63850 1.27064 -1.44439 -0.1 -0.2 -1.0
```
Positions in Å, forces in eV/Å.

Atomic partial charges in e from the Löwdin method, atoms 1 to 6:
1 C -0.0913
2 C -0.5250
3 O -0.3087
4 H 0.0619
5 H 0.0594
6 H 0.0508